(1)
Below is a 11-piece molecular cluster, C5H27NO10 overall, with properties calculated with wB97M-V/def2-TZVPD.

CARTESIAN COORDINATES (ANGSTROEM)
C  2.582  0.017  1.816
C  1.391  -0.646  2.025
N  0.643  -0.130  0.919
C  1.356  0.755  0.069
C  2.646  0.807  0.642
C  0.758  1.239  -1.241
H  3.475  -0.191  2.539
H  1.060  -0.938  3.047
H  -0.210  -0.348  0.593
H  3.359  1.597  0.539
H  -0.262  1.331  -1.523
H  1.133  2.364  -1.317
H  1.276  0.742  -2.058
H  1.312  2.585  1.831
H  0.644  3.561  2.903
O  0.712  3.246  2.076
H  1.617  -1.246  -4.347
H  1.534  -2.037  -2.993
O  1.636  -1.184  -3.383
H  3.530  -1.034  -0.389
H  2.262  -1.184  -1.392
O  2.858  -1.614  -0.824
H  -1.590  -2.191  2.484
H  -0.374  -3.062  2.385
O  -0.698  -2.305  2.071
H  0.403  -2.887  0.342
H  1.577  -2.931  -0.595
O  0.755  -3.343  -0.419
H  -2.505  0.356  -3.201
H  -2.037  0.986  -1.895
O  -2.318  0.165  -2.280
H  -2.149  3.486  -1.611
H  -1.574  2.468  -0.502
O  -1.625  2.562  -1.467
H  -1.929  1.280  1.584
H  -0.788  2.493  1.542
O  -1.664  2.164  1.272
H  -3.327  -1.201  2.053
H  -3.173  -0.567  0.545
O  -2.622  -0.837  1.425
H  -2.689  -1.850  -0.741
H  -3.479  -0.988  -1.649
O  -3.506  -1.490  -0.878

Computed properties:
2S+1: 2
M in g mol⁻¹: 261.27
Expectation value of S²: 0.766
Charge: +1
LUMO level (alpha / beta) in eV: -3.4 / -7.3

=====

(2)
Below is C6H10Cl2MgO4 as an isolated structure, with properties calculated with wB97M-V/def2-TZVPD.

CARTESIAN COORDINATES (ANGSTROEM)
Mg  -0.958  -0.801  0.624
C  3.058  -1.840  3.458
C  1.866  -1.442  2.523
O  1.240  -0.375  2.720
O  1.449  -2.216  1.631
H  2.704  -2.523  4.230
H  3.477  -0.888  3.786
H  3.706  -2.432  2.811
C  -5.900  -0.429  0.144
C  -4.439  -0.496  0.351
O  -3.808  -1.434  -0.198
O  -3.757  0.378  0.917
H  -6.274  -0.600  -0.865
H  -6.245  0.498  0.603
H  -6.293  -1.258  0.732
Cl  3.581  2.097  -1.150
C  3.321  1.851  -2.949
C  1.826  2.158  -3.227
Cl  0.747  1.126  -2.295
H  3.520  0.800  -3.158
H  3.969  2.569  -3.453
H  1.637  2.079  -4.298
H  1.573  3.178  -2.936

Computed properties:
M in g mol⁻¹: 241.35
Charge: 0
LUMO level in eV: -3.0

=====

(3)
Below is a single C7H12O molecule, with properties calculated with wB97M-V/def2-TZVPD.

CARTESIAN COORDINATES (ANGSTROEM)
C  2.811  -0.144  -0.455
C  1.528  0.555  -0.581
C  0.808  1.637  -0.600
C  0.052  0.351  -0.789
C  -0.812  -0.215  0.347
C  -1.711  -1.332  -0.198
C  -1.657  0.889  0.982
O  0.016  -0.724  1.387
H  2.889  -0.935  -1.201
H  3.637  0.553  -0.581
H  2.889  -0.598  0.534
H  0.710  2.692  -0.531
H  -0.315  0.101  -1.784
H  -2.269  -1.786  0.618
H  -2.412  -0.932  -0.924
H  -1.110  -2.102  -0.681
H  -2.280  0.473  1.770
H  -2.285  1.360  0.232
H  -0.998  1.633  1.421
H  0.507  -1.475  1.036

Computed properties:
SMILES string: CC1=C[C@@H]1C(C)(C)O
M in g mol⁻¹: 112.17
Charge: 0
LUMO level in eV: 0.9

=====

(4)
Below is C44H34As2BrF4PRh as an isolated structure, with properties calculated with wB97M-V/def2-TZVPD.

CARTESIAN COORDINATES (ANGSTROEM)
Rh  -0.079  0.055  0.203
C  -0.446  -2.121  -2.427
C  0.606  -3.038  -1.820
As  1.644  -2.163  -0.377
C  3.253  -3.247  -0.301
C  3.207  -4.628  -0.466
C  4.390  -5.349  -0.464
C  5.602  -4.698  -0.263
C  5.643  -3.320  -0.085
C  4.465  -2.593  -0.082
C  2.304  -0.619  -1.381
C  2.135  0.661  -0.840
C  2.386  1.794  -1.618
C  2.847  1.644  -2.913
C  3.075  0.371  -3.430
C  2.788  -0.759  -2.676
As  -1.599  -1.465  -0.967
C  -2.974  -0.284  -1.638
C  -2.696  0.702  -2.584
C  -3.715  1.540  -3.012
C  -4.989  1.419  -2.470
C  -5.255  0.460  -1.499
C  -4.245  -0.384  -1.067
C  -2.591  -3.105  -0.628
C  -2.479  -3.848  0.538
C  -3.137  -5.068  0.629
C  -3.897  -5.531  -0.434
C  -4.003  -4.782  -1.601
C  -3.356  -3.562  -1.702
H  -1.065  -2.675  -3.133
H  0.009  -1.280  -2.954
H  1.313  -3.374  -2.579
H  0.131  -3.922  -1.389
H  2.262  -5.140  -0.612
H  4.371  -6.420  -0.613
H  6.518  -5.272  -0.224
H  6.590  -2.816  0.049
H  4.484  -1.519  0.063
H  2.016  0.774  0.249
H  2.257  2.786  -1.202
H  3.054  2.516  -3.518
H  3.482  0.259  -4.427
H  2.960  -1.743  -3.095
H  -1.700  0.803  -3.003
H  -3.517  2.281  -3.775
H  -5.777  2.083  -2.798
H  -6.248  0.361  -1.081
H  -4.442  -1.138  -0.314
H  -1.893  -3.478  1.372
H  -3.049  -5.662  1.529
H  -4.421  -6.473  -0.353
H  -4.590  -5.144  -2.434
H  -3.464  -2.964  -2.598
F  -0.322  5.882  4.243
C  -0.260  4.636  3.891
C  0.030  3.656  4.811
F  0.231  3.954  6.045
C  0.090  2.303  4.383
F  0.311  1.408  5.269
C  -0.100  1.905  3.042
P  0.007  0.128  2.555
C  -1.449  -0.567  3.371
C  -1.392  -1.216  4.602
C  -2.571  -1.640  5.195
C  -3.793  -1.421  4.571
C  -3.846  -0.773  3.342
C  -2.677  -0.350  2.735
C  1.538  -0.533  3.228
C  2.652  0.265  3.490
C  3.831  -0.327  3.915
C  3.907  -1.706  4.061
C  2.813  -2.505  3.750
C  1.631  -1.924  3.324
C  -0.415  2.903  2.148
Br  -0.767  2.547  0.318
C  -0.499  4.262  2.561
F  -0.784  5.164  1.701
H  -0.445  -1.381  5.101
H  -2.533  -2.132  6.158
H  -4.705  -1.762  5.044
H  -4.799  -0.594  2.862
H  -2.717  0.159  1.774
H  2.611  1.341  3.360
H  4.692  0.292  4.129
H  4.824  -2.158  4.413
H  2.881  -3.581  3.845
H  0.773  -2.542  3.082

Computed properties:
2S+1: 5
M in g mol⁻¹: 1002.38
Expectation value of S²: 6.037
Charge: +3
LUMO level (alpha / beta) in eV: -8.7 / -12.8

=====

Taking the records one at a time from the top gives maximum force values of 0.1118, 0.0684, 0.0255, 0.0300 Eh/bohr.